1.
10
Properties=species:S:1:pos:R:3:forces:R:3 method="wB97M-V/def2-TZVPD" lumo_energy_ev="-1.9081 / -1.8785" homo_energy_ev="-8.06 / -9.53" gap_ha="0.2262 / 0.2811" relative_energy_kcal_mol=96.06
C 2.220695 -0.009479 1.246230 0.1240 -1.2787 -0.4788
N 2.819308 0.518001 2.056636 0.7536 1.1135 1.3611
N -1.776851 -1.047443 0.178555 -0.8342 -0.6184 1.6914
N -1.079843 1.247779 1.265621 1.8846 2.8637 -1.3467
N -0.393567 0.082846 -1.707573 -1.8557 -1.3147 -0.4895
P -1.912350 -0.877534 -1.308981 2.0832 0.9372 -0.4560
P -1.531401 -0.124622 1.627987 -1.1487 -3.0334 0.7812
P 0.819607 0.794354 -0.816089 -1.5915 0.3053 0.0105
S 1.546873 -0.980150 0.057083 -0.3054 -0.0144 -0.1702
H -0.712471 0.396246 -2.599467 0.8899 1.0399 -0.9029

---

2.
68
Properties=species:S:1:pos:R:3:forces:R:3 method="wB97M-V/def2-TZVPD" lumo_energy_ev=-3.5077 homo_energy_ev=-10.55 gap_ha=0.2586 relative_energy_kcal_mol=351.37 charge=+1
Y -0.174596 0.318269 0.627160 0.0161 0.3961 1.1539
C 0.598637 3.963490 -2.609720 0.0039 0.0252 0.0699
C 0.376831 2.529973 -2.996001 0.0154 -0.0765 -0.0622
C 1.100612 1.933286 -4.016901 -0.0524 -0.0755 -0.0306
C 0.816156 0.626727 -4.442305 -0.0350 0.1843 0.0229
C -0.169987 -0.129270 -3.842758 -0.5768 -1.0709 0.2764
C -0.742726 0.430596 -2.696986 0.4003 0.7038 -0.9435
C -0.529804 1.705692 -2.305795 1.1358 1.4103 0.0203
H 0.885401 4.572426 -3.466465 0.0092 -0.0112 -0.0075
H 1.396093 4.042284 -1.865949 -0.0119 -0.0019 0.0072
H -0.305323 4.382659 -2.169274 0.0045 0.0017 -0.0040
H 1.879260 2.498560 -4.517209 0.0027 -0.0441 -0.0500
H 1.349735 0.201804 -5.283096 0.0004 0.0465 -0.0267
H -0.449311 -1.096953 -4.239874 0.0584 -0.0423 0.0509
H -2.962754 0.928799 -1.719987 0.1198 0.2544 -0.0986
H -2.376630 1.203747 0.221410 0.0798 -0.3213 0.8005
Br 0.820297 -0.442773 3.560579 0.2491 -0.0796 -0.0599
C -0.982642 -0.767615 4.158994 -0.0719 0.0089 0.0267
Br -2.188121 0.158121 2.978992 -0.0772 0.1266 0.0890
H -1.081840 -0.368225 5.159984 0.0084 -0.0031 0.0035
H -1.185248 -1.829419 4.106910 0.0068 -0.0031 0.0018
C 1.508832 -3.431150 0.987686 -0.1188 -0.0237 -0.0052
P 1.238496 -2.068363 -0.189937 0.4015 0.1678 -0.1131
C 2.926166 -1.445769 -0.499931 0.0242 -0.0446 0.0004
C 0.734499 -2.867009 -1.734977 -0.0413 -0.0193 0.0184
C -0.551466 -3.402276 -1.811011 0.0094 -0.0132 0.0026
C -0.986944 -4.014086 -2.975469 -0.0049 0.0066 -0.0027
C -0.141033 -4.093556 -4.074287 0.0009 -0.0064 0.0022
C 1.141645 -3.570263 -4.001447 0.0049 -0.0100 0.0020
C 1.581148 -2.957323 -2.836689 0.0016 0.0036 -0.0067
H 2.149021 -4.185405 0.530022 0.0106 0.0040 0.0062
H 0.554985 -3.887366 1.253199 0.0025 -0.0035 -0.0015
H 1.983005 -3.048370 1.891505 -0.0115 0.0013 0.0052
H 3.628582 -2.257008 -0.694869 -0.0087 -0.0015 -0.0221
H 3.270385 -0.891115 0.374460 0.0051 -0.0153 0.0078
H 2.921867 -0.760450 -1.348852 -0.0062 0.0204 0.0158
H -1.212533 -3.344508 -0.956071 -0.0009 -0.0093 0.0069
H -1.984779 -4.430693 -3.023809 0.0002 -0.0009 0.0001
H -0.479670 -4.569795 -4.984876 -0.0009 -0.0011 0.0006
H 1.805646 -3.639681 -4.852893 -0.0008 0.0005 -0.0003
H 2.583243 -2.551980 -2.803155 -0.0030 0.0054 0.0007
O 2.486817 3.576484 1.581517 0.0096 -0.0600 -0.0657
C 1.373556 3.132412 1.472864 0.1680 0.0024 0.0559
O 1.111060 1.920586 1.009995 -0.5355 -0.1715 0.0134
C 0.176953 3.945502 1.910646 0.0353 0.0507 -0.0140
C 0.426149 5.162192 2.546206 0.0134 -0.0294 -0.0043
C -0.613606 5.965589 2.984212 -0.0115 -0.0055 0.0050
C -1.930351 5.569910 2.796605 0.0110 0.0211 -0.0095
C -2.158602 4.359895 2.172033 0.0207 0.0095 -0.0339
C -1.135120 3.545461 1.721507 -0.1010 0.0134 -0.0460
N -3.546662 3.906861 1.977915 -0.0262 -0.0664 0.1733
O -4.432277 4.714974 2.118286 0.0049 0.0210 -0.0423
O -3.719284 2.725384 1.712201 0.0141 0.0414 -0.0740
H 1.456626 5.459441 2.683972 0.0000 0.0051 -0.0007
H -0.401066 6.904878 3.475298 -0.0016 0.0016 0.0000
H -2.763914 6.175178 3.121436 0.0010 -0.0009 0.0045
H -1.438598 2.645782 1.194034 0.1614 0.1099 0.0952
Cl -1.817231 0.532447 -1.152838 -1.4078 -1.2290 -1.4216
C -2.275258 -0.906594 -0.175993 0.0640 -0.1361 0.1980
C -3.352676 -1.628733 -0.491971 0.0507 -0.0714 0.0039
C -3.706742 -2.874605 0.206685 0.0222 -0.0059 -0.0175
Cl -2.767889 -3.547873 1.467906 -0.0104 0.0039 0.0091
C -4.832677 -3.380044 -0.323531 -0.0156 0.0103 -0.0210
Cl -5.647261 -4.801295 0.115202 0.0015 -0.0024 0.0014
C -5.282421 -2.477808 -1.397548 -0.0116 -0.0099 0.0158
Cl -6.679447 -2.729767 -2.322396 0.0018 -0.0009 -0.0046
C -4.412598 -1.458060 -1.490351 0.0156 -0.0260 0.0163
Cl -4.528897 -0.140851 -2.598394 -0.0237 0.0355 0.0057

---

3.
92
Properties=species:S:1:pos:R:3:forces:R:3 method="wB97M-V/def2-TZVPD" smiles="C#CC1=C(B(C)O)C(=O)C(c2ccccn2)=CC1=O.C[N+](=O)[O-].C[N+](=O)[O-].C[N+](=O)[O-].C[N+](=O)[O-].C[N+](=O)[O-].C[N+](=O)[O-].C[N+](=O)[O-].C[N+](=O)[O-].C[N+](=O)[O-]" lumo_energy_ev=-1.3936 homo_energy_ev=-9.82 gap_ha=0.3097
C -0.974134 -2.989852 -0.569175 -0.2233 0.5682 -0.3731
C -0.140119 -2.717723 -1.395035 0.3738 -0.3467 0.4958
C 1.100202 -2.561731 -2.100439 -0.3558 -0.0076 -0.1457
C 1.552640 -3.403304 -3.042057 -0.0031 0.0929 0.2120
B 0.789507 -4.709584 -3.540839 0.1024 0.1983 -0.2069
C -0.579095 -4.609739 -4.281032 0.1627 -0.3072 0.1893
O 1.396305 -5.912572 -3.264379 -0.7958 0.0692 0.3494
C 2.902464 -3.055170 -3.600695 -0.1565 0.0361 0.0580
O 3.155709 -3.167005 -4.771766 0.1518 -0.2644 -0.0541
C 3.884617 -2.502308 -2.596950 0.2547 -0.0610 -0.0194
C 5.313765 -2.913389 -2.660669 -0.2200 0.0386 -0.0476
C 5.771124 -3.865561 -1.757209 -0.1811 -0.0406 0.1234
C 7.097067 -4.260497 -1.784588 -0.1118 0.2259 -0.1629
C 7.924961 -3.656923 -2.723489 -0.5590 -0.1026 0.3926
C 7.356155 -2.715568 -3.564841 0.6264 0.2489 -0.4930
N 6.079877 -2.338642 -3.579432 0.2015 -0.1522 0.2716
C 3.410084 -1.678594 -1.669061 -0.2112 -0.1718 -0.0200
C 1.955347 -1.383285 -1.715825 -0.1223 -0.0172 0.0051
O 1.473319 -0.293802 -1.509367 0.0956 0.1155 0.3419
H -1.799468 -3.061569 0.104110 0.0192 -0.2280 0.0325
H -0.452316 -4.235166 -5.298044 -0.0961 0.0440 -0.0426
H -1.218993 -3.913367 -3.734164 0.0275 0.1647 -0.1183
H -1.087207 -5.573468 -4.289060 0.0263 -0.0344 -0.2271
H 1.692776 -5.932786 -2.347436 0.6283 -0.0654 -0.1989
H 5.069665 -4.283714 -1.047387 0.0531 -0.0573 0.0569
H 7.448988 -5.013117 -1.096406 0.1525 -0.0019 -0.0284
H 8.971169 -3.906682 -2.789850 0.0623 0.0686 -0.0367
H 8.002185 -2.222924 -4.283598 -0.0907 0.0428 -0.1062
H 4.022647 -1.243572 -0.890721 0.0362 0.2527 -0.1138
C -3.934172 -0.029807 1.215327 0.1327 -0.0299 0.1725
N -4.209824 -1.468931 0.965957 0.0635 0.2129 0.0590
O -3.676503 -2.273689 1.714922 0.0091 -0.1833 -0.0584
O -4.926841 -1.757391 0.038570 -0.0051 -0.0718 -0.0213
H -3.269913 0.041813 2.066295 -0.0046 -0.0534 -0.0579
H -3.463767 0.366940 0.320443 -0.0512 0.0088 -0.0258
H -4.876954 0.466309 1.412171 -0.1118 -0.1251 -0.1109
C 0.623223 1.060983 1.453603 0.1412 -0.0249 -0.0034
N -0.394642 1.768214 2.276868 0.1338 0.0316 -0.0036
O -0.013085 2.443248 3.205029 -0.0294 0.0123 0.0204
O -1.558992 1.615568 1.957011 0.0160 0.0553 -0.0034
H 1.605263 1.285564 1.851554 -0.0335 0.0603 0.0561
H 0.405098 -0.001375 1.515518 -0.0750 0.0056 -0.0822
H 0.524239 1.416427 0.433198 -0.0722 -0.0570 -0.0145
C -5.760376 4.079174 0.801382 0.1473 -0.0782 0.0762
N -5.900836 2.736899 1.423706 0.0284 0.0626 0.0304
O -5.378831 2.548905 2.506889 -0.0307 0.0168 -0.0357
O -6.519454 1.892423 0.809393 -0.0323 0.0703 -0.0260
H -5.180036 4.704421 1.468290 -0.0415 -0.0131 0.0514
H -5.256481 3.933681 -0.150162 -0.0918 -0.0030 -0.0505
H -6.752414 4.484986 0.654585 -0.0448 -0.0527 -0.0549
C -4.090925 1.349782 5.121252 -0.0008 -0.1328 -0.0363
N -4.426719 1.398353 6.570785 0.0125 -0.0429 -0.0448
O -5.112852 0.507806 7.025896 -0.0251 -0.0009 0.0252
O -3.988873 2.337431 7.202051 0.0075 0.0192 0.0239
H -4.548130 0.465284 4.694421 -0.0275 -0.0113 0.0481
H -4.482170 2.251817 4.666177 0.0723 0.0532 0.0193
H -3.008289 1.313861 5.040580 0.0064 0.0957 0.0065
C -6.002561 8.864782 0.202308 -0.2913 0.1894 -0.0549
N -6.242059 7.532952 0.814327 0.0628 -0.0157 0.0249
O -5.743973 7.300448 1.896487 0.0296 -0.0208 0.0103
O -6.915677 6.740965 0.183837 -0.0647 0.1705 -0.0856
H -5.390358 9.447268 0.869701 0.0481 -0.0161 0.0825
H -5.498531 8.692325 -0.743179 -0.0123 -0.0001 -0.0204
H -6.972257 9.330280 0.045970 -0.0443 -0.1347 -0.0819
C -1.552403 7.397408 1.147091 0.0753 -0.1434 -0.0859
N -2.642220 8.100150 0.417196 -0.0025 -0.0510 0.0291
O -2.925467 7.714182 -0.698464 -0.0588 -0.0250 -0.0018
O -3.192653 9.016602 0.991783 0.3106 0.0499 0.0570
H -1.167398 6.609253 0.510981 -0.0155 0.0078 -0.0427
H -0.787928 8.134316 1.372634 -0.0440 0.0303 0.0711
H -1.983265 6.997182 2.060120 -0.0017 0.0818 0.0392
C 11.020053 -7.206035 -3.212271 0.1577 0.0107 0.0331
N 10.086066 -6.406744 -2.373071 0.0360 -0.0627 -0.0038
O 10.556076 -5.730791 -1.481643 -0.0054 0.0410 -0.0008
O 8.905283 -6.480866 -2.640924 0.0719 -0.1930 -0.0268
H 12.028773 -7.036116 -2.856130 -0.0166 0.0287 0.0340
H 10.733706 -8.248203 -3.111218 -0.0653 0.0080 -0.0584
H 10.899483 -6.872004 -4.238242 -0.0736 -0.0488 -0.0104
C -3.921957 -4.373799 4.309844 -0.0728 -0.1229 -0.0943
N -2.622375 -3.927426 4.880423 -0.0267 -0.0151 -0.0288
O -1.651308 -4.633472 4.701425 0.0285 0.0031 -0.0046
O -2.622021 -2.877222 5.485945 0.0109 0.0345 0.0011
H -3.766852 -5.315786 3.798064 0.0671 0.0028 0.0115
H -4.623315 -4.484039 5.131362 0.0188 0.1026 0.0322
H -4.249202 -3.602273 3.620219 -0.0226 0.0324 0.0429
C 2.405636 3.084504 -2.174865 -0.0057 -0.0336 -0.1370
N 1.386700 4.032555 -1.643210 0.0460 -0.0758 -0.1193
O 0.852046 4.790869 -2.420467 -0.0108 0.0344 0.0387
O 1.156621 3.975087 -0.450852 -0.0510 -0.0100 0.1142
H 2.501322 3.250800 -3.240921 -0.0312 0.0402 0.0018
H 3.337458 3.289512 -1.656644 -0.0230 -0.0356 0.0670
H 2.058564 2.076255 -1.959927 0.0356 0.0038 0.0740

---

Which largest force on an atom belongs to each record? In order, 3.7; 2.3; 0.9 eV Å⁻¹.
Which total energy belongs to each record? In order, -1679.87586; -9303.78236; -3050.16119 Ha.